{
  "formula": "C5H8OS2",
  "method": "ωB97M-V/def2-TZVPD",
  "symbols": ["C", "C", "O", "S", "C", "C", "C", "S", "H", "H", "H", "H", "H", "H", "H", "H"],
  "positions_angstrom": [[2.5159, -1.5221, 0.0289], [1.1574, -0.6405, -0.2330], [0.1072, -1.1287, 0.0993], [1.3774, 1.1782, -0.3730], [-0.0433, 1.6266, 0.5147], [-1.3243, 1.3216, 0.3476], [-1.9739, 0.6482, -0.7058], [-2.9614, -0.8328, -0.0413], [3.2326, -1.1448, -0.7321], [2.4639, -2.6908, -0.0678], [3.0472, -1.4412, 1.0718], [0.3499, 2.2962, 1.2245], [-1.9409, 1.8486, 1.1559], [-1.4952, 0.3419, -1.6793], [-2.6820, 1.6175, -1.0883], [-1.8306, -1.4777, 0.4779]],
  "forces_ev_per_angstrom": [[0.82, -0.50, -0.33], [1.41, -1.75, 3.11], [0.70, 0.40, -1.01], [0.42, -1.88, -1.07], [0.15, -0.03, -0.73], [1.50, 2.36, 3.10], [-3.58, 0.57, -3.20], [1.10, 0.53, -0.07], [-0.08, -0.42, 0.56], [-0.71, 2.35, -0.28], [-1.53, 0.69, -1.79], [-0.48, 0.80, 1.31], [0.38, -1.14, -1.36], [0.26, 0.34, 1.57], [0.91, -3.10, 0.82], [-1.26, 0.78, -0.62]],
  "homo_lumo_gap_ev": 9.143,
  "e_homo_ev": -8.7,
  "smiles": "CC(=O)S/C=C\\CS",
  "relative_energy_kcal_mol": 61.4
}